Density functional theory data (ωB97M-V/def2-TZVPD) for a 2-piece molecular cluster, C3H10S overall in a non-equilibrium geometry.

Geometry as XYZ:
```
14
Properties=species:S:1:pos:R:3:forces:R:3
S 4.552 -0.755 -0.444 0.444 -1.267 0.915
H 3.738 0.223 -0.119 -0.833 0.831 0.564
H 4.696 -0.215 -1.623 0.335 0.437 -1.466
C -1.361 0.486 1.418 -1.043 1.127 1.429
C -0.495 0.015 0.212 -1.372 -1.631 -0.522
C -1.457 -0.273 -1.006 0.688 -0.561 0.175
H -1.579 -0.216 2.298 0.746 0.390 -1.625
H -2.411 0.876 1.174 1.476 -0.722 -0.345
H -0.932 1.368 1.914 0.199 -0.190 -0.076
H -0.055 -1.011 0.466 -0.236 1.462 -0.234
H 0.332 0.692 -0.180 -1.081 -0.524 0.969
H -0.912 -0.876 -1.703 0.565 -0.335 -0.736
H -2.341 -0.904 -0.833 0.208 0.428 0.719
H -1.775 0.589 -1.573 -0.096 0.554 0.234
```
Forces are in eV/Å.

**2S+1**: 2
**Total energy**: -518.061394 Eh
**Lowest unoccupied orbital energy (spin up / spin down)**: -5.16 / -10.95 eV
**Total charge**: +1
**Largest force on an atom**: 2.19 eV/Å
**ΔE to the lowest compared entry with this formula, charge and spin**: 55.2 kcal per mole